102
Properties=species:S:1:pos:R:3 method="wB97M-V/def2-TZVPD" homo_ev=-11.20 charge=+1 energy_ev=-110332.4113 largest_force_ha_per_bohr=0.049 spin_multiplicity=1
S 1.36239 -0.23851 -2.52288
S -7.40544 2.25658 -0.65797
P 2.08293 5.31978 -2.19448
O 1.38878 2.85798 0.37484
O 1.54751 6.20077 -3.47652
O -0.68298 -0.87560 4.02199
O 3.10950 -8.96617 1.29207
O -2.36249 -0.82938 -3.57332
O -5.34292 0.70790 -2.32791
O -6.69436 0.29961 -6.81066
O 6.04532 7.09226 1.01763
O 4.32249 7.38166 -0.26084
O 0.11750 -0.76027 6.02533
O 1.43238 -0.10517 4.30750
O 2.60774 -7.24854 2.67940
O 5.49147 9.19963 0.41222
O 4.07014 -8.88814 3.22445
O 3.97798 -5.36286 6.84912
O 2.46903 -4.47536 5.57985
O 2.01527 -6.45979 6.56479
O -1.27512 -1.68747 -1.79510
O 3.40605 1.79213 -0.19060
O 0.87054 5.51802 -1.08045
O -4.81870 2.45403 -3.61566
O -8.30403 0.54350 -8.23271
O -7.23673 2.39180 -7.48194
N 1.25762 1.93457 -4.08956
N 1.47949 1.45501 -2.94092
N 1.42301 3.24285 -4.08897
N 1.81814 2.41524 -2.05512
C 0.39409 -0.53753 4.74543
C -1.28512 -1.19689 -2.87164
C 7.14358 7.62626 1.76301
C -5.46378 1.99978 -2.73698
C 1.17556 -4.51798 4.97673
C 1.75039 3.53876 -2.80315
C 3.27757 0.42494 0.28538
C -0.51278 -0.68622 2.62412
C -3.94624 0.08145 -0.46372
C 2.74461 -5.52776 6.35290
C 3.20333 -8.26561 2.42529
C 1.18431 -0.44335 6.92501
C 5.30849 8.01351 0.39380
C -5.67903 0.86677 -5.98324
C -3.61530 -0.92919 -2.84824
C 2.20881 -8.41495 0.33370
C -6.51144 2.95001 -2.09660
C 4.41306 -6.42190 7.70038
C 3.44781 8.25067 -0.97918
C -7.39675 1.19915 -7.50728
C -9.13469 1.38510 -9.03493
C 0.10103 -0.99038 -3.60133
C 4.26972 -8.24640 4.48386
C -3.97163 0.35688 -2.01702
B 2.20224 2.33930 -0.58299
H 0.83683 -0.66716 7.93034
H -6.11357 1.52788 -5.24240
H -3.02113 0.56368 -0.10085
H 2.26144 0.17875 0.65229
H 2.53332 -7.42025 0.02807
H 2.22042 -9.06859 -0.53534
H 3.48346 -0.24047 -0.57213
H -3.71902 -1.85159 -2.25783
H -7.28245 3.14724 -2.86459
H 3.99039 8.80039 -1.74730
H 1.06312 -3.61687 4.37633
H -4.94428 1.39899 -6.58682
H -4.40051 -0.98265 -3.62305
H 2.06031 -1.05551 6.71286
H 7.66273 6.78776 2.22082
H -0.07879 -0.35155 -4.48736
H 0.45630 -1.98265 -3.92268
H 4.44871 -7.36405 7.15434
H 2.70134 7.62149 -1.46025
H 1.43313 0.61567 6.86819
H 2.94278 8.93835 -0.30160
H -6.06374 3.92729 -1.86268
H 0.64034 5.87715 -3.64992
H 1.15544 5.18562 -0.21353
H -9.70862 2.06801 -8.40956
H 4.67704 -7.24401 4.34564
H 0.29405 -1.31516 2.24481
H 5.41760 -6.18396 8.04229
H 1.19527 -8.38138 0.73258
H -4.83072 0.52540 0.02125
H 3.97665 0.23605 1.11210
H 1.95707 3.04979 1.14239
H 1.08313 -5.38512 4.32291
H 3.76235 -6.50787 8.56993
H -8.53705 1.93892 -9.75804
H -3.97112 -0.99443 -0.23626
H 4.98974 -8.83791 5.04531
H -6.39585 2.01870 0.22146
H -9.82525 0.74038 -9.57311
H 6.78761 8.28975 2.55007
H -3.25532 1.15644 -2.25892
H -0.32569 0.36370 2.39261
H 3.33765 -8.20803 5.04797
H -5.17967 0.04782 -5.46993
H 7.83608 8.14963 1.10518
H 0.39581 -4.52656 5.73809
H -1.42771 -0.98963 2.11950



18
Properties=species:S:1:pos:R:3 method="wB97M-V/def2-TZVPD" homo_ev="-1.37 / -4.66" charge=-1 s_squared=2.01 energy_ev=-15672.1494 largest_force_ha_per_bohr=0.112 spin_multiplicity=3
F 0.44714 -2.10556 -0.62165
O 2.47166 0.28541 1.32640
O 2.52962 -0.18569 -0.85489
N -2.14477 -1.21782 0.62417
C 0.42420 1.71033 -0.66585
C -1.63980 -1.20340 -0.59977
C -1.29811 -0.66663 1.60975
C -0.25356 -0.89084 -0.98010
C -0.34496 0.22688 1.30755
C 2.05245 0.08084 0.22598
C 0.21659 0.26568 -0.00111
H -1.57086 -0.90024 2.69824
H 0.64406 1.43652 -1.69984
H 1.34721 2.18755 -0.40565
H 0.08869 0.90245 2.07522
H -0.13691 -0.66284 -2.03892
H -0.41853 2.32066 -0.58402
H -2.41413 -1.58329 -1.41551



67
Properties=species:S:1:pos:R:3 method="wB97M-V/def2-TZVPD" homo_ev=-11.94 charge=+1 energy_ev=-73034.5686 largest_force_ha_per_bohr=0.031 spin_multiplicity=1
Cl -1.90072 -1.25987 -2.64803
S -4.85535 2.22650 -0.39588
S 0.40107 -1.79068 2.65120
F -3.09241 -4.96503 1.41634
O 2.93338 0.66437 2.17727
O -3.97562 2.81003 0.57286
O -4.05471 2.00896 -1.75400
O -6.06547 2.87095 -0.77399
O -2.85061 -3.63086 -0.31755
N 1.26316 -1.25630 0.35802
C -0.32167 -2.08073 -2.58352
C 2.92739 -0.72703 2.05897
C -4.22201 0.01496 1.14581
C -2.97141 -0.60282 0.52861
C 0.99549 2.59038 -0.93388
C 0.30074 2.33358 0.24546
C 3.05804 1.62935 -0.04608
C -1.98460 -1.00896 1.62002
C 5.30064 2.46991 0.63764
C -0.01768 -2.67032 -1.20846
C -0.89130 -2.02207 1.25264
C 5.09585 1.17406 -1.53382
C 4.55217 1.33876 -0.11496
C 0.78219 -1.15229 -3.11448
C 2.34173 2.25284 -1.07001
C 0.99448 1.68655 1.27135
C -1.26137 -3.50092 1.49179
C -1.13548 2.73440 0.43001
C 1.59132 -1.24166 1.61127
C -2.46949 -3.98914 0.73383
C -5.19893 0.55492 0.11181
C -0.07355 -1.68246 -0.03580
C 2.32747 1.33609 1.11369
H 2.83262 2.51659 -1.99325
H -0.63475 -3.54218 -1.02827
H -3.23799 1.51713 -1.58979
H 1.66459 -1.15727 -2.47710
H -0.54397 -0.77375 -0.42657
H -0.42518 -4.15820 1.25736
H 3.15948 -1.14974 3.03331
H 4.65452 1.86402 -2.24256
H 3.67123 -1.09259 1.34594
H 1.11007 -1.49526 -4.09233
H -1.48187 -3.63031 2.54944
H 4.61333 3.06655 1.23162
H 0.42736 -0.13601 -3.24794
H 0.50270 1.45442 2.20778
H 0.48195 3.08190 -1.74772
H 6.16583 1.37152 -1.52656
H -4.74519 -0.75502 1.71528
H -2.54742 -1.42801 2.45671
H -6.19622 0.61909 0.54188
H -1.60117 2.97590 -0.51930
H -1.69877 1.93597 0.91116
H 1.00763 -3.03944 -1.28910
H 4.98435 0.15242 -1.89480
H -1.20848 3.59642 1.09013
H 1.90076 -0.93444 -0.36109
H 6.06603 2.07635 1.29865
H -1.49991 -0.10488 1.98434
H -3.26912 -1.44296 -0.08589
H -3.95389 0.80196 1.84673
H 4.72908 0.40838 0.41510
H 5.74791 3.14804 -0.08482
H -2.50979 0.12693 -0.13838
H -5.26988 -0.06581 -0.77784
H -0.41855 -2.92316 -3.26023



131
Properties=species:S:1:pos:R:3 method="wB97M-V/def2-TZVPD" homo_ev=-10.21 charge=+1 energy_ev=-64473.9093 largest_force_ha_per_bohr=0.070 spin_multiplicity=1
Hg 1.44383 0.23174 -5.23518
O -5.81268 0.74753 -6.64076
O 2.49267 6.06999 -7.37721
O -5.54120 4.74152 4.60798
O -1.13764 1.38558 7.56982
O 4.24403 -2.29326 -4.22840
O -5.28203 -7.35064 2.90467
O 6.39376 -3.73922 3.06544
O 1.35275 1.25239 -1.40405
N 3.25509 3.54698 -6.55900
N 1.45022 -3.20911 -4.27291
N -4.66301 5.95654 1.94338
N -3.54587 -5.61000 0.12696
N -2.31642 1.57277 -5.45059
N 1.70606 3.49286 6.18215
N 6.62711 -3.84049 5.84637
C 3.95711 -3.57273 -4.43289
C -4.00791 5.91747 3.25678
C -6.86263 1.39756 -7.27957
C -4.39057 -5.64692 1.25340
C 2.38065 -5.51121 -3.99515
C -1.83993 1.06981 6.40885
C 1.67235 1.09979 6.80933
C -5.13004 -8.65576 3.38084
C 5.63660 -1.93940 -3.97267
C 3.31565 4.68328 -5.61006
C 6.48531 -5.05105 5.03211
C -4.77203 -7.07323 1.53735
C 3.04361 6.06723 -8.69993
C 5.57889 -4.55718 3.88919
C 2.17399 1.69105 0.76280
C -4.71463 1.53226 -6.30226
C 1.17453 0.92060 -0.07223
C 0.81164 2.32491 6.36963
C -4.89544 5.95039 4.57168
C -3.79817 -0.09854 -4.52853
C 3.43473 6.02692 -6.30899
C 5.75175 -5.96147 5.97913
C -2.95974 7.00158 3.26897
C -0.31853 0.98701 0.52125
C 5.74875 -3.28480 1.93496
C 2.58500 -3.91011 -3.79454
C -6.41156 4.54572 5.74994
C -0.34903 2.61096 7.36809
C -3.48031 0.69685 -5.81639
C 4.41883 4.52576 -4.57672
C -5.48527 -4.68191 0.95271
H -2.83412 0.73183 6.70119
H -4.00853 5.75237 1.20171
H -0.47763 1.02155 1.59902
H 4.45109 6.16870 -6.67644
H -4.17267 -9.06200 3.05451
H -2.62713 7.05416 4.30566
H 3.31787 -6.05477 -3.87565
H -7.22981 2.22390 -6.67093
H 2.33023 5.94933 -9.51559
H -0.99566 3.44281 7.08878
H 5.13529 -2.41171 2.15741
H 0.06926 2.93699 8.32037
H -5.48408 -7.43047 0.79339
H -5.16963 2.19744 -5.56835
H 1.09887 0.24868 7.17653
H 0.41697 2.28033 5.35457
H 4.26713 3.65760 -3.93532
H -2.59464 -5.92245 0.25972
H 3.81581 5.32100 -8.88687
H 2.07874 2.77599 0.71891
H 1.43547 -0.10848 0.17481
H -3.42363 -4.71582 -0.32647
H -0.86662 1.87487 0.20597
H -1.27668 0.28441 5.90487
H -3.43686 4.99024 3.20931
H 1.45672 -3.31529 -5.27730
H -5.75841 -9.32017 2.78771
H 2.34037 3.17094 5.46514
H -3.86516 -7.64666 1.34537
H 4.18572 3.43752 -6.93591
H -2.06927 1.87838 5.71478
H 3.21741 1.37593 0.75414
H -7.66796 0.66304 -7.28487
H -4.14202 0.50714 -3.69007
H -5.80804 4.51319 6.65702
H 2.41611 4.53658 -5.01222
H 2.64100 -3.78654 -2.71301
H 7.38124 -4.20123 6.41317
H -4.27030 2.08891 -7.12738
H -6.11775 -5.10522 0.17241
H -7.22806 5.26388 5.82544
H -0.93577 0.15730 0.17675
H 6.82947 -3.03936 5.26557
H -2.35904 2.32689 -6.12110
H -2.99079 -0.65067 -4.04751
H 3.61642 6.98275 -8.84758
H 1.81387 1.48615 1.77098
H -3.07865 0.01999 -6.57046
H 4.78390 -3.89537 4.23284
H 5.95010 -5.92176 7.05020
H 2.23266 0.70649 5.96112
H 0.62922 -3.71289 -3.96913
H 5.42714 4.45087 -4.98389
H -6.89959 3.57769 5.63673
H -3.36463 7.93934 2.88848
H -5.47980 5.36265 1.92751
H 6.31504 -3.00933 1.04528
H 3.28166 6.85883 -5.62154
H -5.13852 -3.69116 0.65898
H 5.83351 -1.31852 -4.84664
H 6.23485 -2.84940 -4.01842
H 5.19526 -5.45157 3.39826
H 5.66769 -1.35625 -3.05230
H -4.29702 6.08463 5.47277
H -6.74683 1.70498 -8.31888
H 1.70532 -6.03502 -3.31866
H 2.36476 1.23401 7.64038
H 4.49269 5.33887 -3.85458
H 6.11141 -6.96058 5.73315
H 4.10481 -3.99914 -5.42509
H 2.26927 3.63809 7.00786
H 2.04403 -5.71118 -5.01240
H 4.66198 -5.98121 5.98951
H -5.42362 -8.75870 4.42550
H -2.48697 1.98800 -4.54583
H -2.07916 6.75020 2.67780
H 4.95281 -3.90833 1.52780
H -3.73426 -5.28857 2.04645
H -5.98127 -4.52519 1.91058
H 7.47070 -5.44717 4.78677
H -5.70652 6.67843 4.58629
H -4.61414 -0.80765 -4.66800
H 2.74535 3.89464 -7.35862
H 4.63170 -4.18868 -3.83821